[1]
ORCA calculation (the ωB97M-V functional and the def2-TZVPD basis) on C5H12NS2 as an isolated structure.

XYZ file:
```
20
Properties=species:S:1:pos:R:3
C -0.61842 -0.05073 0.38643
C 0.35097 -0.89831 0.16238
C -0.29178 1.40120 0.60018
C 3.94485 0.95212 -0.13372
C -2.86411 -0.56537 -0.80340
N -2.09168 -0.44670 0.48015
S 2.14251 -0.65541 -0.03963
S 0.02489 -2.61620 -0.17211
H -0.21684 1.95254 -0.33972
H 0.69323 1.57259 1.04974
H -1.08759 1.79031 1.17456
H 3.84962 2.04454 -0.31469
H 4.17437 0.21434 -0.89292
H 4.58182 0.92438 0.71459
H -2.54683 -1.50072 -1.21888
H -3.89821 -0.60911 -0.74423
H -2.70501 0.43142 -1.21616
H -2.07723 -1.28168 1.01701
H -2.63642 0.16293 1.03411
H 1.27184 -2.82215 -0.74371
```

Results
LUMO (spin up / spin down)	-0.1733 / -0.1733	Ha
orbital gap (spin up / spin down)	0.280 / 0.280	hartree
HOMO (spin up / spin down)	-12.321 / -12.321	eV
net charge	+1


[2]
ORCA calculation (the ωB97M-V functional and the def2-TZVPD basis) on C3H2O4Pm as an isolated structure.

XYZ file:
```
10
Properties=species:S:1:pos:R:3
H 0.54069 -2.34338 -0.71904
C 2.01110 -1.23200 0.02464
C 0.69516 -1.56953 0.09056
O -0.14446 -0.46342 0.11520
C -1.52233 -0.51192 -0.30833
O -2.10342 -1.57380 -0.10552
O -1.84312 0.52583 -0.89365
Pm 1.04273 1.61076 0.74114
O 2.42018 0.00799 0.26392
H 2.74852 -2.04388 0.11122
```

Results
LUMO (spin up / spin down)	-0.0604 / -0.0676	Ha
orbital gap (spin up / spin down)	0.215 / 0.224	hartree
multiplicity	6
HOMO (spin up / spin down)	-7.490 / -7.924	eV
net charge	0


[3]
ORCA calculation (the ωB97M-V functional and the def2-TZVPD basis) on the molecule C5H9N3.

XYZ file:
```
17
Properties=species:S:1:pos:R:3
C 0.43136 -1.75385 0.54953
C 0.01699 -0.72223 -0.45371
C 0.90109 -0.58336 -1.70040
C 0.74928 0.55882 -0.63671
C -0.12601 1.27321 1.13641
H 1.50682 -2.10353 0.60629
H -0.33821 -2.64260 0.32291
H 0.14247 -1.34322 1.48425
H 1.70712 -1.31029 -1.64791
H 0.55160 -0.32993 -2.66515
H 0.10585 1.30865 -1.15428
H -0.25597 1.75371 2.13162
H -2.09173 0.70179 1.34257
H -1.79174 -0.05425 -1.08327
N 1.07586 1.13835 0.64310
N -1.34317 0.85638 0.64107
N -1.35733 -0.36843 -0.24241
```

Results
LUMO	0.0383	Ha
orbital gap	0.347	hartree
SMILES	C[C@]12C[C@@H]1N=CNN2
HOMO	-8.407	eV
net charge	0


[4]
ORCA calculation (the ωB97M-V functional and the def2-TZVPD basis) on a 6-piece molecular cluster, H14NO5 overall.

XYZ file:
```
20
Properties=species:S:1:pos:R:3
N -0.79810 0.39105 0.34889
H -1.64088 -0.00621 0.78806
H -0.91354 0.58036 -0.65940
H -0.63019 1.28731 0.82530
H -0.06574 -0.32530 0.49597
H 4.02397 0.01237 0.06191
H 3.20000 0.22580 -1.19691
O 3.23497 -0.31618 -0.39098
H -3.43740 -2.04781 0.49680
H -2.68468 -2.20537 1.83670
O -2.69528 -1.69344 1.01722
H 0.20861 -0.08860 -2.72055
H -0.66228 0.97898 -3.36903
O -0.27706 0.72705 -2.51216
H 1.55369 -1.93322 -0.38674
H 0.40441 -2.83635 0.21489
O 0.67006 -1.92834 0.01158
H 0.57146 2.75423 2.17723
H -0.41774 3.82327 1.77201
O -0.18279 2.90474 1.58550
```

Results
LUMO (spin up / spin down)	0.0230 / 0.0187	Ha
orbital gap (spin up / spin down)	0.104 / 0.436	hartree
multiplicity	2
HOMO (spin up / spin down)	-2.206 / -11.360	eV
net charge	0


[5]
ORCA calculation (the ωB97M-V functional and the def2-TZVPD basis) on C5HAuO3 as an isolated structure.

XYZ file:
```
10
Properties=species:S:1:pos:R:3
O 0.61345 1.55338 0.21560
O 3.50545 0.04520 -0.36679
C -0.37780 0.85027 -0.09252
O -2.85985 0.17357 0.15213
C -1.54785 0.15669 0.22768
C -0.49918 -0.65175 -0.11161
C 0.53903 -1.55264 -0.19038
C 1.75487 -1.89624 -0.31516
H -3.17443 1.06389 -0.06116
Au 2.04632 0.25763 0.54222
```

Results
LUMO (spin up / spin down)	-0.0313 / -0.0577	Ha
orbital gap (spin up / spin down)	0.292 / 0.283	hartree
multiplicity	3
HOMO (spin up / spin down)	-8.790 / -9.274	eV
net charge	0


[6]
ORCA calculation (the ωB97M-V functional and the def2-TZVPD basis) on the molecule C6H7N.

XYZ file:
```
14
Properties=species:S:1:pos:R:3
C -2.87388 0.53055 0.46920
C -1.90483 -0.49190 0.29422
C -0.45696 -0.58946 -0.41880
C 0.71129 -1.45643 -0.32408
C 0.82684 -0.04650 0.31746
C 1.61749 1.03550 -0.29402
N -3.31027 -0.60882 -0.03278
H -2.94460 1.46103 0.90056
H 0.78211 -2.32817 0.29059
H 1.21209 -1.63770 -1.31146
H 0.66352 0.19560 1.41668
H 1.46799 1.99513 0.28766
H 1.40439 1.18448 -1.34858
H 2.80480 0.75668 -0.24666
```

Results
LUMO (spin up / spin down)	0.0065 / 0.0067	Ha
orbital gap (spin up / spin down)	0.301 / 0.301	hartree
SMILES	C[C@@H]1C/C1=C1C=N\1
HOMO (spin up / spin down)	-8.017 / -8.020	eV
net charge	0


[7]
ORCA calculation (the ωB97M-V functional and the def2-TZVPD basis) on a 2-piece molecular cluster, C34H34F3N2 overall.

XYZ file:
```
73
Properties=species:S:1:pos:R:3
C -6.74867 -0.15933 3.30549
C -5.35872 0.06718 2.83999
C -4.79322 1.32605 2.95200
C -3.50601 1.57012 2.51849
C -2.91906 2.92472 2.66440
C -2.76549 0.52893 1.95418
N -1.40463 0.78236 1.55183
C -0.30328 0.73580 2.30545
N 0.81971 1.03109 1.64410
C 2.15500 0.64905 2.03525
C 2.46793 -0.71010 2.11627
C 1.45301 -1.73956 1.77694
C 3.73086 -1.08517 2.52806
C 4.68982 -0.14047 2.84730
C 6.04259 -0.58221 3.26522
C 4.36629 1.20497 2.75880
C 3.10664 1.61759 2.36320
C 2.76027 3.06236 2.30616
C 0.49036 1.32323 0.21423
C -1.05134 1.20171 0.16303
C -3.31413 -0.75227 1.84768
C -2.51715 -1.87750 1.28986
C -4.60717 -0.96205 2.29217
H -7.05234 -1.19553 3.15857
H -6.84376 0.07527 4.36596
H -7.43966 0.47706 2.75319
H -5.36588 2.12691 3.38867
H -1.89296 2.94642 2.29913
H -3.49279 3.66175 2.10053
H -2.90523 3.22883 3.71169
H 1.87597 -2.74392 1.81184
H 0.62165 -1.70305 2.48004
H 1.05385 -1.57892 0.77524
H 3.97652 -2.12992 2.60320
H 6.68526 0.26822 3.49077
H 5.98368 -1.20916 4.15502
H 6.51504 -1.16155 2.47186
H 5.10802 1.94294 3.00760
H 3.59737 3.68597 2.62164
H 2.49071 3.36105 1.29308
H 1.91652 3.28527 2.96012
H 0.84687 2.32302 -0.05131
H 0.99122 0.59572 -0.43308
H -1.39486 0.44698 -0.55083
H -1.53734 2.15514 -0.07384
H -3.10319 -2.79644 1.25061
H -2.17874 -1.66132 0.27625
H -1.64056 -2.07554 1.90615
H -5.03620 -1.94621 2.21504
F 4.28400 -3.21956 8.50976
C 3.37358 -3.17699 7.50875
C 3.28054 -4.21391 6.60248
C 2.35222 -4.16899 5.57778
F 2.26848 -5.19398 4.69942
C 1.51743 -3.08292 5.45982
C 1.57779 -2.00047 6.36105
C 0.67517 -0.92396 6.16582
C 0.43954 0.26410 6.90388
C -0.60492 1.11236 6.47670
C -0.89782 2.27226 7.14765
C -0.16674 2.64151 8.25840
C 0.87005 1.84331 8.70467
F 1.59509 2.20069 9.79071
C 1.16413 0.67972 8.03894
C 2.53714 -2.09466 7.38936
H 3.93032 -5.06203 6.70006
H 0.79710 -3.08105 4.66272
H 0.04679 -1.03441 5.29634
H -1.17224 0.84271 5.60242
H -1.70306 2.90132 6.80792
H -0.37988 3.54999 8.79137
H 1.99118 0.12877 8.42222
H 2.66723 -1.33387 8.12280
```

Results
LUMO	-0.2242	Ha
orbital gap	0.159	hartree
HOMO	-10.415	eV
net charge	+1


[8]
ORCA calculation (the ωB97M-V functional and the def2-TZVPD basis) on a 6-piece molecular cluster, C18H36N3O9 overall.

XYZ file:
```
66
Properties=species:S:1:pos:R:3
C -1.34406 -3.10682 -2.47420
C -1.45306 -2.09182 -3.61620
O -2.19506 -2.25082 -4.54520
N -0.49806 -0.92482 -3.63920
H -0.35306 -0.48582 -2.71320
H 0.43094 -1.22782 -3.72120
C -0.97206 0.11218 -4.61320
H -1.55606 -4.19482 -2.80220
H -2.04206 -3.10382 -1.71720
H -0.17606 -3.23182 -2.10720
H -1.27906 -0.14582 -5.60620
H -0.15806 0.82418 -4.56020
H -1.95506 0.51018 -4.24020
C 2.10194 3.60118 -2.19720
C 3.23894 2.82018 -1.80320
O 4.30494 3.25818 -1.77420
N 3.04794 1.30518 -1.54020
H 2.17994 1.13318 -1.23820
H 3.23094 0.82518 -2.47720
C 4.14494 0.51318 -0.86120
H 1.57194 3.43518 -3.15920
H 2.30394 4.71418 -2.33720
H 1.22994 3.63818 -1.53920
H 3.72294 -0.43882 -0.64020
H 4.50994 0.87518 0.08480
H 5.10094 0.44918 -1.33120
N -0.11606 0.74218 -0.82220
O 0.47994 1.38118 -0.00120
O -0.92606 1.30818 -1.77720
O 0.19394 -0.43582 -0.93120
C 2.17294 -0.36782 2.22280
C 2.37194 -1.27582 3.40980
C 3.68294 -2.25082 3.13780
O 2.51694 -0.58882 4.62080
H 2.96994 0.08618 1.93080
H 1.32194 0.34218 2.40780
H 1.83994 -0.78682 1.36080
H 1.47194 -1.99082 3.54480
H 3.33594 -3.23782 2.67880
H 4.47794 -2.54082 3.80980
H 4.25594 -1.75282 2.43380
H 2.33294 -1.26382 5.36680
C -2.64106 4.52518 1.12980
C -2.63806 3.58718 0.00880
C -3.91206 3.62718 -0.94020
O -1.53906 3.86218 -0.79920
H -1.94906 4.14118 1.80980
H -3.58406 4.51818 1.66780
H -2.24306 5.57618 0.63380
H -2.43406 2.58618 0.29580
H -4.66806 3.29518 -0.36720
H -3.76906 2.90618 -1.82020
H -4.09406 4.58618 -1.26220
H -1.21206 3.04618 -1.15420
C -1.72606 -1.91782 3.18980
C -1.18306 -2.54882 1.84080
C -1.51106 -4.07482 1.64880
O -1.28506 -4.72182 0.58680
C -2.45906 -4.71882 2.68280
C -2.99606 -3.96982 3.80280
C -2.66406 -2.66782 4.15180
O -3.13406 -2.13982 5.09480
H -1.46206 -1.00682 3.50280
H -0.39106 -2.13982 1.06380
H -2.60706 -5.81782 2.49380
H -3.41906 -4.71282 4.51480
```

Results
LUMO	-0.1494	Ha
orbital gap	0.267	hartree
HOMO	-11.333	eV
net charge	+1


Which F_max belongs to each record? In order, 2.46; 3.32; 2.70; 0.90; 6.49; 5.76; 2.95; 9.29 eV/Å.
Which ΔE to the lowest compared entry with this formula, charge and spin belongs to each record? In order, 460.4; 32.4; 442.9; 14.9; 37.9; 699.6; 0.0; 44.0 kJ/mol.